A structure of composition C26H39Br3Cl2O12 in a non-equilibrium geometry. Source: the Open Molecules 2025 dataset; level of theory: the ωB97M-V functional and the def2-TZVPD basis.

Element x y z (Å)
O: -10.949 27.671 -8.691
C: -11.270 28.109 -9.787
O: -10.814 27.796 -11.026
C: -11.113 28.696 -12.049
C: -12.381 29.260 -11.429
C: -12.213 29.208 -9.963
H: -11.267 28.189 -13.001
H: -10.373 29.490 -12.149
H: -13.265 28.709 -11.752
H: -12.540 30.302 -11.705
H: -13.084 29.044 -9.329
H: -11.776 30.111 -9.537
O: -1.775 17.286 1.531
C: -2.082 18.469 1.605
O: -1.233 19.439 1.296
C: -1.945 20.627 1.126
C: -3.398 20.351 1.472
C: -3.424 18.959 2.044
H: -1.982 20.817 0.054
H: -1.565 21.498 1.660
H: -3.924 20.343 0.517
H: -3.870 21.122 2.081
H: -4.308 18.373 1.794
H: -3.363 18.891 3.131
O: -9.338 32.258 -0.606
C: -10.273 32.218 0.199
O: -10.883 31.034 0.489
C: -11.938 31.175 1.325
C: -12.239 32.654 1.381
C: -10.948 33.372 0.900
H: -11.573 30.718 2.245
H: -12.748 30.590 0.891
H: -12.678 32.859 2.358
H: -13.004 32.869 0.635
H: -10.226 33.618 1.679
H: -11.264 34.261 0.354
O: -11.050 20.630 1.320
C: -10.910 19.911 0.300
O: -11.889 19.620 -0.501
C: -11.606 18.732 -1.513
C: -10.249 18.218 -1.069
C: -9.668 19.330 -0.334
H: -11.317 19.291 -2.403
H: -12.314 17.926 -1.705
H: -9.642 17.829 -1.887
H: -10.412 17.381 -0.390
H: -9.333 20.164 -0.950
H: -8.840 19.143 0.350
O: -6.834 23.949 -2.614
C: -7.080 25.025 -3.179
O: -8.228 25.658 -2.951
C: -8.188 27.021 -3.470
C: -6.774 27.213 -4.215
C: -6.166 25.831 -4.073
H: -8.189 27.784 -2.692
H: -9.031 27.093 -4.158
H: -6.203 28.017 -3.750
H: -6.919 27.382 -5.282
H: -5.088 25.781 -3.920
H: -6.363 25.382 -5.047
O: -5.117 27.235 0.787
C: -6.050 26.789 1.520
O: -6.094 25.466 1.612
C: -7.304 25.023 2.210
C: -8.142 26.333 2.080
C: -7.121 27.443 2.353
H: -7.164 24.776 3.263
H: -7.883 24.207 1.777
H: -8.941 26.339 2.821
H: -8.596 26.368 1.090
H: -6.828 27.481 3.402
H: -7.313 28.467 2.034
C: -5.063 28.641 -10.441
Cl: -5.692 28.782 -11.985
Cl: -5.463 27.063 -9.857
H: -3.982 28.718 -10.561
H: -5.455 29.344 -9.706
C: -2.294 19.922 -6.422
Br: -2.954 18.492 -7.594
Br: -2.226 19.270 -4.531
Br: -3.569 21.348 -6.469
H: -1.341 20.314 -6.775

Atoms 1-6, force components in eV/Å:
0.15 -0.33 -2.55
0.66 0.08 1.88
2.71 -2.98 1.26
-1.56 0.98 0.90
-1.84 2.12 -1.82
-0.58 0.68 1.06

M, g mol⁻¹: 854.2
Maximum force, eV/Å: 6.20
HOMO level, eV: -9.844

---

A cluster of 2 separate species, H2N4O3 in total in a non-equilibrium geometry. Source: the Open Molecules 2025 dataset; level of theory: the ωB97M-V functional and the def2-TZVPD basis.

Element x y z (Å)
N: -0.118 0.154 2.609
N: -0.212 -0.005 0.191
N: 0.387 0.199 1.441
N: 2.119 -0.645 1.183
O: 2.887 -0.402 2.004
O: -1.349 0.089 2.843
O: 2.034 -1.290 0.224
H: -1.278 -0.098 0.319
H: -0.024 0.804 -0.302

Atoms 1-6, force components in eV/Å:
-0.44 -1.22 1.82
-2.88 -1.89 2.46
1.07 -0.09 -1.92
-2.97 0.40 0.51
1.03 0.51 1.08
1.62 0.56 -1.71

ΔE to the lowest compared entry with this formula, charge and spin, kJ/mol: 290.0
M, g mol⁻¹: 106.0
Maximum force, eV/Å: 4.23
HOMO level (alpha / beta), eV: -9.381 / -9.381

---

A structure of composition C24H29BrN2P2Pm in a non-equilibrium geometry. Source: the Open Molecules 2025 dataset; level of theory: the ωB97M-V functional and the def2-TZVPD basis.

Element x y z (Å)
C: -1.695 2.946 -3.638
C: -1.348 1.775 -2.962
C: 0.040 1.480 -2.816
C: 1.024 2.350 -3.307
C: 0.641 3.512 -3.974
C: -0.712 3.803 -4.148
C: 2.457 2.007 -3.009
C: 2.662 0.519 -3.059
C: 1.626 -0.291 -2.571
C: 1.767 -1.709 -2.500
C: 2.974 -2.260 -2.935
C: 4.003 -1.453 -3.441
C: 3.850 -0.067 -3.492
H: -2.753 3.200 -3.750
H: 1.414 4.182 -4.356
H: -1.011 4.708 -4.676
H: 3.126 2.503 -3.720
H: 3.115 -3.342 -2.871
H: 4.930 -1.911 -3.785
H: 4.648 0.573 -3.870
N: 0.465 0.348 -2.114
Pm: 0.499 0.550 0.231
C: -2.383 0.847 -2.357
H: -2.254 -0.186 -2.722
H: -3.397 1.195 -2.598
C: 0.628 -2.558 -1.972
H: -0.285 -2.399 -2.573
H: 0.911 -3.621 -1.993
P: -2.282 0.736 -0.497
P: 0.095 -2.208 -0.215
C: 1.315 -3.197 0.728
H: 1.043 -3.157 1.791
H: 1.305 -4.235 0.370
H: 2.309 -2.756 0.599
C: -1.393 -3.239 -0.093
H: -1.126 -4.300 -0.195
H: -1.845 -3.067 0.890
H: -2.113 -2.960 -0.871
C: -2.747 2.462 -0.065
H: -3.643 2.769 -0.625
H: -2.944 2.513 1.015
H: -1.922 3.148 -0.308
C: -3.767 -0.193 -0.012
H: -3.724 -0.338 1.073
H: -4.690 0.346 -0.258
H: -3.785 -1.176 -0.495
H: 2.719 2.373 -1.986
H: 2.224 -0.248 0.439
Br: -0.990 -2.389 5.698
C: -1.143 -0.875 4.549
C: -1.659 0.321 5.050
C: -1.707 1.419 4.197
C: -1.194 1.317 2.905
N: -0.679 0.160 2.423
C: -0.704 -0.951 3.225
H: -2.001 0.375 6.080
H: -2.121 2.372 4.525
H: -1.193 2.185 2.233
H: -0.341 -1.883 2.797

Atoms 1-6, force components in eV/Å:
0.10 0.12 0.13
0.73 -0.03 0.27
-0.13 0.24 0.18
-0.50 0.53 -0.23
-0.15 -0.26 -0.07
-0.15 -0.02 0.04

⟨S²⟩: 6.009
Net charge: +1
Multiplicity: 5
M, g mol⁻¹: 632.4
Maximum force, eV/Å: 1.74
HOMO level (alpha / beta), eV: -9.486 / -9.509

---

The molecule C4H9N3 in a non-equilibrium geometry. Source: the Open Molecules 2025 dataset; level of theory: the ωB97M-V functional and the def2-TZVPD basis.

Element x y z (Å)
C: 2.943 0.428 -0.051
C: 1.819 -0.582 0.048
C: 0.505 -0.300 -0.088
C: -1.670 -1.213 -0.035
H: 3.541 0.452 0.869
H: 3.621 0.174 -0.850
H: 2.561 1.446 -0.208
H: 2.099 -1.628 0.227
H: 0.147 0.703 -0.295
H: -2.292 -2.127 -0.015
H: -3.494 -0.332 0.163
H: -2.232 1.522 0.992
H: -2.539 1.770 -0.652
N: -0.403 -1.365 -0.012
N: -2.535 -0.132 -0.118
N: -2.070 1.183 0.025

Atoms 1-6, force components in eV/Å:
-0.72 0.09 0.57
-0.44 0.33 -0.10
1.35 -0.39 0.01
-0.22 -0.69 0.05
-0.10 -0.07 -0.08
0.25 -0.06 -0.39

Structure (SMILES): C/C=C/N=C\NN
ΔE to the lowest compared entry with this formula, charge and spin, kJ/mol: 213.8
M, g mol⁻¹: 99.1
Maximum force, eV/Å: 1.40
HOMO level, eV: -7.774

---

| no. | E (eV) |
| --- | --- |
| 1 | -287333.6620 |
| 2 | -12127.0206 |
| 3 | -133508.4983 |
| 4 | -8762.3088 |